{
  "formula": "C48H51N9O",
  "method": "the ωB97M-V functional and the def2-TZVPD basis",
  "symbols": ["C", "C", "C", "N", "C", "C", "H", "H", "H", "H", "H", "C", "C", "C", "N", "C", "C", "H", "H", "H", "H", "H", "C", "C", "C", "N", "C", "C", "H", "H", "H", "H", "H", "C", "C", "C", "N", "C", "C", "H", "H", "H", "H", "H", "C", "C", "C", "N", "C", "C", "H", "H", "H", "H", "H", "C", "C", "C", "N", "C", "C", "H", "H", "H", "H", "H", "C", "C", "C", "N", "C", "C", "H", "H", "H", "H", "H", "C", "C", "C", "N", "C", "C", "H", "H", "H", "H", "H", "C", "C", "C", "N", "C", "C", "H", "H", "H", "H", "H", "C", "C", "C", "O", "H", "H", "H", "H", "H", "H"],
  "xyz": [[1.16506, -1.46371, -3.01511], [0.24094, -2.49395, -2.86617], [-1.01606, -2.34779, -3.42056], [-1.40051, -1.22579, -4.03575], [-0.47744, -0.31116, -4.25798], [0.81150, -0.33289, -3.72030], [2.17469, -1.59516, -2.63649], [0.49311, -3.35193, -2.25565], [-1.79557, -3.08280, -3.25072], [-0.79191, 0.56686, -4.81930], [1.41268, 0.54648, -3.89666], [-0.66337, 6.81491, -1.01555], [-1.66355, 5.93515, -1.39585], [-1.40377, 4.57376, -1.33674], [-0.26880, 4.03727, -0.90176], [0.69117, 4.89508, -0.57251], [0.54636, 6.26452, -0.62007], [-0.79627, 7.88205, -1.13045], [-2.63197, 6.27451, -1.73983], [-2.19563, 3.87011, -1.57632], [1.63151, 4.45108, -0.26310], [1.37995, 6.91518, -0.38654], [-1.89874, 2.78785, 3.69344], [-2.28185, 3.37707, 4.88199], [-2.50208, 4.74981, 4.87194], [-2.53002, 5.51101, 3.78268], [-2.26788, 4.88583, 2.63437], [-1.88356, 3.56385, 2.54149], [-1.59433, 1.74814, 3.63587], [-2.40215, 2.82336, 5.80178], [-2.75493, 5.24709, 5.80518], [-2.46354, 5.43957, 1.71947], [-1.70921, 3.09159, 1.58398], [1.68834, -0.06001, 3.81854], [1.55533, 0.10104, 5.18774], [2.48289, -0.54087, 5.99717], [3.39430, -1.39068, 5.55676], [3.44223, -1.59164, 4.23988], [2.67927, -0.88235, 3.32628], [1.06521, 0.50914, 3.13893], [0.77090, 0.68200, 5.65173], [2.48530, -0.31110, 7.05995], [4.17915, -2.30996, 3.89528], [2.86430, -1.03394, 2.27080], [-4.07932, 4.18572, -4.36786], [-4.90950, 4.33908, -3.28066], [-4.91025, 3.33650, -2.30984], [-4.17994, 2.22778, -2.35346], [-3.37690, 2.12164, -3.41913], [-3.30872, 3.02705, -4.45857], [-3.99414, 4.90582, -5.17347], [-5.54552, 5.20369, -3.15138], [-5.64214, 3.41763, -1.51027], [-2.78343, 1.21186, -3.45636], [-2.61193, 2.89132, -5.27304], [-2.61761, -4.20516, 4.16334], [-3.81811, -4.00184, 3.49834], [-3.91718, -2.89573, 2.66977], [-2.92231, -2.04589, 2.44164], [-1.78301, -2.26107, 3.10438], [-1.59355, -3.28403, 4.01077], [-2.49600, -5.06430, 4.81208], [-4.63910, -4.69645, 3.60330], [-4.84537, -2.68343, 2.14693], [-0.99702, -1.54718, 2.87717], [-0.68082, -3.40291, 4.57805], [4.28580, -4.36539, -1.65126], [5.35329, -3.54546, -1.34144], [5.29236, -2.81521, -0.17055], [4.19402, -2.71832, 0.58552], [3.13676, -3.41301, 0.18865], [3.13976, -4.30576, -0.86928], [4.34006, -5.10257, -2.44298], [6.24135, -3.62880, -1.95411], [6.15657, -2.30726, 0.24747], [2.25596, -3.27495, 0.81077], [2.28193, -4.94375, -1.03002], [5.12574, 0.62479, -1.83121], [3.84866, 1.07573, -1.53435], [3.19140, 1.86435, -2.47261], [3.69786, 2.11959, -3.67502], [4.91239, 1.65840, -3.95026], [5.67032, 0.89134, -3.07256], [5.63315, 0.04708, -1.06777], [3.34069, 0.77771, -0.62548], [2.26946, 2.39167, -2.24535], [5.31953, 1.86475, -4.93571], [6.66278, 0.53063, -3.30285], [-0.28608, -5.70681, 0.18141], [-0.88666, -4.47839, 0.38343], [-2.00265, -4.14509, -0.36812], [-2.47080, -4.88658, -1.37073], [-1.86336, -6.04988, -1.59502], [-0.77558, -6.48754, -0.85592], [0.62633, -6.02164, 0.67204], [-0.57521, -3.74417, 1.11487], [-2.50794, -3.21124, -0.14969], [-2.33927, -6.65602, -2.35820], [-0.27451, -7.40849, -1.12975], [-1.50408, -0.40342, -0.49151], [-0.17643, -0.37008, 0.20074], [0.37534, 0.99055, 0.53417], [0.34864, -1.38358, 0.62585], [-1.47497, -1.06685, -1.35986], [-1.85367, 0.57130, -0.82937], [-2.27231, -0.87760, 0.12438], [0.30647, 1.58199, -0.37940], [1.38546, 0.90472, 0.93061], [-0.23768, 1.42458, 1.32683]],
  "forces_ev_per_angstrom": [[0.545, -0.243, -0.012], [0.285, 0.060, 0.043], [-0.357, 0.348, 0.655], [-0.098, -0.624, -0.822], [0.126, 0.824, 0.540], [-0.824, -0.053, -0.544], [-0.113, 0.161, 0.231], [-0.050, -0.141, -0.185], [0.090, -0.102, -0.073], [-0.030, -0.059, 0.012], [0.439, -0.256, 0.090], [0.016, -0.349, -0.495], [0.000, 0.040, 0.010], [-0.678, -0.288, 0.355], [0.009, 0.119, -0.252], [0.291, -0.296, 0.117], [0.169, 0.725, 0.000], [0.013, 0.037, 0.238], [0.034, 0.027, -0.005], [0.063, 0.019, -0.159], [0.035, 0.057, 0.061], [0.012, -0.113, 0.122], [0.283, -0.116, -0.179], [0.282, 0.289, -0.058], [-0.518, 0.076, 0.439], [0.109, -0.317, -0.077], [-0.322, 0.221, -0.413], [-0.333, -0.502, 0.152], [-0.247, -0.055, 0.092], [0.164, -0.055, 0.020], [0.082, 0.034, -0.063], [0.348, 0.191, 0.090], [0.166, 0.227, -0.089], [-0.313, 0.604, -0.109], [0.221, -0.294, 0.016], [-0.374, 0.368, 0.400], [0.131, -0.245, -0.116], [0.447, 0.132, 0.046], [0.108, -0.510, -0.050], [-0.109, -0.143, 0.029], [0.039, 0.233, -0.165], [0.003, -0.268, 0.011], [-0.030, 0.025, -0.039], [-0.173, 0.029, -0.034], [0.464, -0.332, -0.560], [0.118, -0.108, 0.300], [-0.809, 0.104, -0.072], [0.150, 0.515, -0.339], [0.156, -0.902, 0.051], [-0.018, 0.636, 0.411], [-0.225, 0.165, 0.167], [-0.014, 0.012, -0.056], [0.275, -0.040, 0.208], [0.018, 0.040, 0.002], [-0.073, -0.151, -0.061], [-0.267, -0.056, 0.192], [0.340, -0.064, -0.012], [-0.377, -0.002, -0.206], [0.139, -0.153, 0.138], [0.100, 0.706, -0.187], [-0.102, -0.453, 0.048], [0.016, 0.049, 0.028], [-0.059, 0.046, -0.003], [0.029, -0.057, 0.000], [0.118, -0.118, 0.156], [0.141, 0.136, -0.176], [-0.713, -0.359, 0.078], [0.321, -0.636, -0.089], [0.000, 0.380, 0.445], [0.388, 0.083, -0.373], [-0.560, -0.026, 0.622], [0.256, 0.137, -0.047], [0.085, 0.220, -0.184], [0.150, 0.288, 0.199], [0.068, 0.091, -0.328], [-0.087, -0.098, -0.160], [-0.014, 0.036, -0.172], [-0.453, -0.379, 0.420], [-0.332, 0.092, -0.192], [0.309, 0.133, 0.145], [0.212, 0.439, -0.122], [0.295, -0.571, -0.276], [-0.046, 0.273, 0.419], [0.197, -0.072, -0.216], [0.168, 0.226, 0.144], [-0.216, -0.394, 0.036], [-0.186, 0.121, -0.016], [-0.002, 0.119, -0.254], [0.344, 0.236, -0.836], [-0.296, 0.174, 0.602], [0.186, 0.056, -0.311], [-0.265, 0.046, 0.352], [-0.315, 0.122, 0.180], [0.149, -0.350, -0.212], [-0.135, 0.098, 0.342], [0.250, -0.226, 0.083], [-0.055, 0.009, -0.175], [0.359, -0.084, -0.146], [-0.162, -0.090, 0.116], [-0.406, -0.296, -0.731], [-0.350, -0.277, 1.207], [0.169, -0.488, -0.407], [0.096, 0.048, -0.392], [0.297, 0.152, -0.025], [0.025, 0.050, 0.124], [0.174, 0.251, 0.427], [0.136, 0.483, 0.319], [0.104, 0.031, -0.223], [-0.209, 0.162, -0.237]],
  "fmax_ev_per_a": 1.29,
  "homo_lumo_gap_ha": 0.3694,
  "e_above_lowest_kj_mol": 0.00,
  "lumo_ev": 0.645,
  "charge": 0,
  "total_energy_ha": -2427.659817,
  "smiles": "c1ccncc1.c1ccncc1.c1ccncc1.c1ccncc1.c1ccncc1.c1ccncc1.c1ccncc1.c1ccncc1.c1ccncc1.CC(C)=O",
  "homo_energy_ha": -0.346
}

=====

{
  "formula": "C37H31BF4N6O5S2Sm",
  "method": "the ωB97M-V functional and the def2-TZVPD basis",
  "symbols": ["Sm", "N", "N", "C", "O", "O", "H", "H", "H", "O", "C", "O", "C", "C", "C", "C", "C", "C", "N", "C", "C", "C", "C", "C", "C", "N", "H", "H", "H", "H", "H", "H", "H", "H", "H", "H", "S", "C", "C", "C", "C", "C", "C", "N", "C", "C", "C", "C", "C", "C", "C", "C", "N", "C", "C", "C", "C", "C", "S", "C", "H", "H", "H", "H", "H", "H", "H", "H", "H", "H", "H", "H", "F", "B", "F", "F", "F", "C", "C", "C", "O", "H", "H", "H", "H", "H", "H"],
  "xyz": [[-0.76645, -0.25523, -1.38181], [-3.41206, -3.76274, 0.73873], [-2.89202, -3.58150, -0.55437], [-2.22543, -2.46367, -0.90549], [-2.00719, -2.15328, -2.14337], [-1.76704, -1.70873, 0.06158], [-2.88654, -3.05897, 1.26227], [-3.10876, -4.67042, 1.03910], [-3.43606, -3.93503, -1.37185], [4.58933, -5.68899, 2.90501], [4.74068, -4.64728, 2.04270], [5.80769, -4.08333, 1.98928], [3.59313, -4.11769, 1.23797], [2.60682, -4.82389, 0.60665], [1.49645, -4.17791, 0.01142], [1.68696, -2.81971, -0.30521], [2.75756, -2.11312, 0.20355], [3.71513, -2.73913, 0.95169], [0.98879, -2.16425, -1.39802], [0.96692, -2.75560, -2.56299], [0.43646, -2.12888, -3.74013], [0.62548, -2.85462, -4.98590], [0.15607, -2.24211, -6.17185], [-0.20272, -0.90384, -6.17923], [-0.24304, -0.25939, -4.93670], [-0.13736, -0.88315, -3.77439], [3.74458, -6.17950, 2.92402], [2.64796, -5.90871, 0.63999], [0.65015, -4.74478, -0.32719], [2.87266, -1.01338, 0.02049], [4.57718, -2.20992, 1.41136], [1.15731, -3.79782, -2.75876], [1.15329, -3.80291, -4.89493], [0.18448, -2.79364, -7.12489], [-0.49055, -0.31120, -7.10397], [-0.38326, 0.80163, -4.96149], [-0.35888, -3.56772, 4.04934], [0.20570, -4.28183, 5.54607], [1.14748, -3.51696, 6.19082], [1.48416, -2.38061, 5.44295], [0.81622, -2.30444, 4.26376], [0.69639, -1.07792, 3.46170], [0.13226, -1.00747, 2.11887], [0.00228, 0.09415, 1.41207], [0.21866, 1.27357, 2.03887], [0.78162, 1.35026, 3.35513], [0.95300, 2.64226, 3.95955], [0.54100, 3.78522, 3.34489], [0.22063, 3.74745, 1.96162], [0.14293, 4.89372, 1.16897], [-0.24816, 4.80617, -0.17011], [-0.64122, 3.54983, -0.60469], [-0.68579, 2.43418, 0.09630], [-0.09324, 2.49231, 1.33526], [-0.38049, 5.98879, -1.06076], [-0.58198, 7.27602, -0.54458], [-0.62619, 8.25708, -1.60955], [-0.41066, 7.71685, -2.85232], [-0.16802, 6.03714, -2.77988], [1.08027, 0.15995, 4.02679], [-0.25728, -5.18493, 5.90304], [1.51157, -3.63174, 7.18110], [2.34742, -1.73467, 5.67803], [-0.32503, -1.90616, 1.71084], [1.42842, 2.72348, 4.92258], [0.45111, 4.70240, 3.94766], [0.54196, 5.86268, 1.45416], [-0.98847, 3.44951, -1.67015], [-0.61191, 7.51175, 0.52708], [-0.87900, 9.22960, -1.29724], [-0.15070, 8.13112, -3.78848], [1.60426, 0.25123, 4.98285], [-0.09802, 1.90215, -3.20129], [1.27457, 1.84012, -2.79252], [1.66875, 3.01758, -2.17421], [2.08641, 1.50939, -3.85194], [1.23449, 0.77763, -1.74333], [-4.27448, 2.74426, -1.89687], [-3.65066, 1.56394, -1.22750], [-4.39984, 1.02055, -0.05509], [-2.66455, 0.99936, -1.73454], [-3.61065, 3.27269, -2.60246], [-4.65003, 3.44220, -1.17635], [-5.19637, 2.51680, -2.49108], [-5.20051, 0.29940, -0.28645], [-4.85753, 1.87899, 0.53509], [-3.75854, 0.39535, 0.53275]],
  "forces_ev_per_angstrom": [[0.875, 1.002, 0.508], [0.047, 0.820, -0.040], [-0.410, -0.154, -2.896], [0.485, 0.488, 0.375], [-0.395, -0.307, 1.766], [-0.615, -0.832, -1.007], [-0.335, -0.232, 0.354], [0.247, -0.405, 0.340], [0.383, 0.145, 1.345], [-0.156, -0.161, -0.272], [0.724, -0.015, 0.214], [-0.682, -0.689, 0.285], [1.086, 1.188, -0.721], [-1.746, -0.648, 0.814], [1.950, 0.534, -0.494], [-0.810, -0.917, -1.193], [0.556, 1.911, 0.081], [0.364, -0.304, 1.538], [0.054, -0.983, -1.005], [-1.272, 0.870, 2.501], [-0.685, 0.183, -4.187], [-0.686, 1.903, 1.905], [0.716, -0.749, -0.535], [-0.193, 0.116, -0.155], [-0.525, -0.358, -0.826], [1.710, -0.687, 0.792], [0.305, 0.792, -0.407], [-0.370, -0.003, 0.205], [-0.168, -0.094, -0.371], [-0.257, -1.195, -0.177], [-0.825, -0.301, -0.591], [0.983, -0.415, 0.514], [-0.371, 0.093, -0.572], [0.032, 0.209, 0.591], [0.587, -1.066, 1.272], [-0.481, 0.286, 0.519], [1.342, -0.270, 1.260], [-0.267, 0.302, 0.176], [-1.035, -0.357, -0.849], [1.333, 0.129, -0.473], [-1.112, 1.057, -0.817], [0.174, 1.742, -0.841], [0.391, -0.538, 1.931], [-0.647, -0.140, 0.165], [0.433, 0.185, 0.503], [-0.171, 0.184, -1.218], [-0.286, 0.392, -0.209], [0.740, -0.467, 0.891], [-1.071, -0.726, -0.817], [0.144, 0.623, -1.587], [0.057, 0.363, 0.509], [-1.436, -0.875, -1.983], [1.741, -0.173, 0.523], [-0.262, 0.773, 0.059], [0.392, 1.055, 1.369], [0.298, -0.768, -1.778], [0.047, -1.685, 0.981], [0.217, -0.244, 1.352], [-0.072, -0.655, 0.816], [-0.048, -0.846, -0.688], [-0.027, -0.093, 0.018], [0.299, -0.689, 0.553], [-0.850, -0.176, 0.055], [0.539, 0.027, -0.243], [-0.292, -0.225, 0.421], [0.517, -0.255, -0.706], [-0.265, -0.178, 0.662], [0.207, 0.138, 1.171], [-0.308, -0.106, -0.655], [0.079, 1.355, -0.461], [-0.358, 0.842, -0.706], [-0.448, -0.282, -0.207], [0.077, -0.020, 0.469], [0.315, 0.942, -0.092], [-0.269, -0.569, -0.191], [-0.383, -0.328, 0.543], [0.703, 0.256, -0.272], [-0.052, 0.601, -1.245], [-0.629, -0.823, -1.591], [-0.449, 0.749, 0.920], [-1.449, 0.906, 0.847], [-0.040, -0.406, 0.425], [0.001, 0.471, 0.598], [0.733, -0.529, 0.511], [0.032, 0.585, -0.655], [0.631, -1.264, -0.603], [0.658, -0.013, 0.689]],
  "fmax_ev_per_a": 4.25,
  "homo_lumo_gap_ha": [0.2400, 0.2402],
  "spin_multiplicity": 6,
  "e_above_lowest_kj_mol": 103.84,
  "lumo_ev": [-3.537, -3.532],
  "charge": 1,
  "total_energy_ha": -4012.126754,
  "homo_energy_ha": [-0.370, -0.370]
}

=====

{
  "formula": "C4H7NO",
  "method": "the ωB97M-V functional and the def2-TZVPD basis",
  "symbols": ["O", "C", "C", "C", "N", "C", "H", "H", "H", "H", "H", "H", "H"],
  "xyz": [[0.12237, -0.56774, 2.03539], [0.16831, -0.81707, 0.66424], [-1.09169, -0.50198, -0.21322], [-0.19206, 0.36666, -1.07663], [0.27681, 1.42556, -0.17131], [0.98760, 0.13162, -0.21086], [-0.02118, 0.38654, 2.11870], [0.48644, -1.85410, 0.52602], [-1.86527, 0.06935, 0.30826], [-1.52661, -1.37322, -0.70731], [-0.22814, 0.53137, -2.14746], [0.78169, 2.09550, -0.74862], [2.05318, 0.07588, -0.41688]],
  "forces_ev_per_angstrom": [[-0.035, 0.284, 0.098], [0.053, -0.199, -0.231], [-0.139, -0.046, 0.012], [-0.194, -0.022, -0.328], [0.024, 0.164, -0.049], [0.268, -0.127, 0.042], [-0.004, -0.113, 0.098], [-0.026, 0.144, 0.046], [0.055, -0.117, -0.101], [0.102, 0.061, 0.108], [-0.012, -0.023, 0.153], [0.147, -0.059, 0.234], [-0.239, 0.053, -0.081]],
  "fmax_ev_per_a": 0.38,
  "homo_lumo_gap_ha": 0.3830,
  "e_above_lowest_kj_mol": 254.23,
  "lumo_ev": 1.050,
  "charge": 0,
  "total_energy_ha": -286.534815,
  "smiles": "O[C@H]1C[C@H]2N[C@@H]12",
  "homo_energy_ha": -0.344
}